The following is a quantum chemistry calculation of 3 unconnected molecules or ions with the total composition C4H12O4S2, from the Open Molecules 2025 dataset.

The calculation puts the HOMO energy at -8.8 eV. The value obtained for the LUMO energy is 0.017 Eh.

Atoms and positions in Å:
C 0.75 2.73 0.41
S -0.24 2.40 -1.07
S -1.96 1.55 -0.47
C -1.59 -0.16 -0.09
C -1.19 -1.17 -1.19
C 0.20 -0.92 -1.72
O 1.16 -0.83 -1.01
O 0.33 -0.61 -3.04
H 0.96 1.96 1.15
H 1.68 3.20 0.08
H 0.19 3.50 0.96
H -2.50 -0.45 0.45
H -0.85 -0.27 0.71
H -1.94 -1.24 -1.97
H -1.18 -2.17 -0.74
H -0.56 -0.46 -3.40
O -0.47 -1.80 2.55
H 0.25 -1.89 1.91
H -0.20 -1.12 3.17
O 2.21 -0.79 1.42
H 1.80 -0.59 0.56
H 3.16 -0.87 1.33

---

The following is a quantum chemistry calculation of 3 unconnected molecules or ions with the total composition C4H14NO2, from the Open Molecules 2025 dataset.

The calculation puts the HOMO energy (alpha / beta) at -18.9 / -18.9 eV. As for the multiplicity: 2. Its total charge is +2. The value obtained for the LUMO energy (alpha / beta) is -0.311 / -0.540 Eh.

Atoms and positions in Å:
C 0.75 -2.68 -1.02
C 0.65 -1.16 -1.04
C -0.54 -0.66 -0.29
C -0.57 1.28 1.19
N -0.52 0.81 0.02
H 1.61 -3.02 -1.59
H -0.13 -3.25 -1.31
H 0.91 -2.84 0.08
H 0.64 -1.00 -2.17
H 1.59 -0.67 -0.72
H -0.87 -1.09 0.65
H -1.46 -0.73 -0.91
H -0.22 0.64 1.99
H -0.76 2.33 1.34
H -0.52 1.42 -0.80
H 1.87 -0.46 2.74
H 1.97 -1.93 2.31
O 1.46 -1.12 2.16
H -1.00 4.13 -1.17
H -2.15 3.25 -1.69
O -1.36 3.23 -1.13

---

The following is a quantum chemistry calculation of a molecular structure, C36H53Cl3N6NdS2Si, from the Open Molecules 2025 dataset.

The calculation puts the HOMO energy (alpha / beta) at -10.7 / -10.7 eV. As for the multiplicity: 4. Its total charge is +1. The value obtained for the LUMO energy (alpha / beta) is -0.097 / -0.096 Eh.

Atoms and positions in Å:
Nd -0.98 0.29 0.28
C -0.11 -5.45 5.09
C 0.94 -5.09 4.04
C 1.06 -6.25 3.04
C 2.29 -4.87 4.74
C 0.59 -3.80 3.31
C -0.41 -2.94 3.73
C -0.65 -1.77 3.02
N 0.04 -1.42 1.93
C 1.03 -2.24 1.52
C 1.32 -3.42 2.18
C 1.76 -1.82 0.30
C 3.05 -2.26 0.04
C 3.70 -1.89 -1.13
C 2.98 -1.10 -2.02
C 1.71 -0.70 -1.69
N 1.10 -1.01 -0.55
C 5.11 -2.40 -1.42
C 5.74 -1.68 -2.61
C 6.01 -2.19 -0.19
C 4.99 -3.90 -1.73
H 0.14 -6.41 5.53
H -1.10 -5.54 4.64
H -0.14 -4.72 5.89
H 1.21 -7.18 3.59
H 1.91 -6.14 2.37
H 0.15 -6.35 2.44
H 2.57 -5.77 5.29
H 2.23 -4.04 5.44
H 3.08 -4.65 4.02
H -1.02 -3.16 4.59
H -1.42 -1.08 3.34
H 2.09 -4.06 1.80
H 3.55 -2.89 0.77
H 3.40 -0.79 -2.97
H 1.13 -0.10 -2.38
H 5.78 -0.61 -2.45
H 5.19 -1.89 -3.54
H 6.76 -2.04 -2.75
H 6.04 -1.14 0.09
H 7.03 -2.51 -0.43
H 5.68 -2.77 0.67
H 4.34 -4.06 -2.59
H 4.59 -4.46 -0.89
H 5.98 -4.31 -1.97
Cl -3.53 -0.48 0.49
Si -2.11 -2.10 -1.03
Cl -3.75 -2.56 -2.21
Cl -2.06 -3.60 0.42
C -2.71 4.27 -0.53
C -3.12 4.08 -1.99
N -4.00 2.92 -2.19
C -3.62 1.65 -2.31
S -1.96 1.22 -2.41
N -4.54 0.71 -2.45
C -5.98 0.92 -2.43
C -6.56 0.96 -1.02
H -2.04 5.13 -0.45
H -2.19 3.40 -0.15
H -3.58 4.45 0.10
H -2.25 3.96 -2.62
H -3.67 4.95 -2.34
H -4.98 3.10 -2.04
H -4.21 -0.25 -2.42
H -6.43 0.10 -2.99
H -6.21 1.84 -2.97
H -6.38 0.01 -0.51
H -7.63 1.13 -1.07
H -6.10 1.75 -0.42
C -1.69 2.12 5.55
C -2.50 2.70 4.38
C -3.96 2.22 4.47
C -2.44 4.24 4.43
C -1.91 2.22 3.12
C -1.41 1.81 2.09
H -2.08 2.47 6.50
H -0.64 2.41 5.47
H -1.74 1.03 5.54
H -4.40 2.53 5.42
H -4.01 1.14 4.40
H -4.55 2.65 3.66
H -2.83 4.60 5.38
H -3.04 4.67 3.63
H -1.42 4.58 4.31
N 3.16 3.15 -2.44
C 1.84 2.94 -2.27
S 1.36 2.39 -0.74
N 0.98 3.19 -3.26
C 1.15 3.50 -4.64
C 2.36 3.75 -5.28
C 2.39 4.04 -6.63
C 1.23 4.08 -7.38
C 0.02 3.83 -6.75
C -0.02 3.54 -5.40
H 3.72 3.05 -1.62
H 3.51 3.73 -3.18
H 0.02 2.99 -3.01
H 3.31 3.73 -4.76
H 3.35 4.23 -7.11
H 1.27 4.31 -8.44
H -0.90 3.85 -7.32
H -0.97 3.33 -4.93

---

The following is a quantum chemistry calculation of 2 unconnected molecules or ions with the total composition C20H28F2O8S, from the Open Molecules 2025 dataset.

The calculation puts the HOMO energy at -8.3 eV. The value obtained for the LUMO energy is -0.012 Eh.

Atoms and positions in Å:
C -4.49 4.67 0.57
C -3.01 3.97 0.65
C -2.71 2.58 1.47
C -1.20 1.89 1.48
C 0.09 2.56 0.67
C 1.60 1.90 0.61
C 1.66 0.49 -0.30
C 1.42 -0.64 0.87
C 0.93 -2.10 0.33
C 0.28 -3.07 1.52
F -1.16 -3.28 1.24
O 0.58 0.77 -1.28
S 1.27 1.53 -2.65
O 0.81 0.99 -4.05
O 1.12 3.06 -2.84
O 2.98 1.40 -2.36
C 3.00 0.44 -1.24
C 3.50 -0.97 -1.90
C 2.36 -1.79 -2.74
C 2.51 -1.72 -4.37
C 1.00 -2.08 -4.98
O 0.83 -1.63 -6.39
C -0.27 4.00 -0.10
C -1.75 4.70 -0.12
H -4.76 4.84 -0.58
H -5.25 3.92 1.05
H -4.44 5.70 1.13
H -3.58 2.07 2.05
H -1.09 0.89 2.10
H 2.37 2.64 0.13
H 1.99 1.67 1.71
H 0.68 -0.32 1.72
H 2.47 -0.82 1.41
H 0.25 -2.06 -0.65
H 1.92 -2.68 -0.02
H 0.79 -4.15 1.47
H 0.49 -2.64 2.58
H 3.86 0.67 -0.45
H 4.35 -0.68 -2.68
H 4.01 -1.69 -1.12
H 1.25 -1.45 -2.49
H 2.44 -2.92 -2.40
H 3.20 -2.64 -4.71
H 2.88 -0.69 -4.78
H 0.73 -3.24 -4.84
H 0.14 -1.51 -4.37
H 0.56 -0.65 -6.39
H 0.60 4.52 -0.68
H -1.92 5.71 -0.72
O -2.02 0.19 5.87
C -2.23 -0.89 5.34
O -3.20 -1.09 4.39
C -3.04 -2.42 3.93
C -2.32 -3.07 5.07
F -1.50 -4.04 4.63
O -1.54 -2.03 5.61
H -2.45 -2.41 3.01
H -4.00 -2.89 3.73
H -2.99 -3.47 5.85

---

The following is a quantum chemistry calculation of 10 unconnected molecules or ions with the total composition C45H118N10O10, from the Open Molecules 2025 dataset.

The calculation puts the HOMO energy at -8.9 eV. The value obtained for the LUMO energy is 0.021 Eh.

Atoms and positions in Å:
C -3.22 3.32 -6.12
C -2.80 4.60 -5.41
C -3.12 5.86 -6.20
C -3.63 4.80 -4.09
C -3.11 3.98 -2.97
C -1.64 4.31 -2.80
C -0.84 3.89 -4.02
C 0.56 4.28 -3.74
C -0.92 2.41 -4.25
N -1.36 4.69 -5.06
O -0.71 4.38 -6.33
H -3.58 2.48 -5.55
H -4.02 3.56 -6.85
H -2.38 2.94 -6.72
H -2.55 5.92 -7.17
H -4.14 6.08 -6.33
H -2.70 6.70 -5.62
H -3.47 5.86 -3.76
H -4.68 4.65 -4.26
H -3.65 4.24 -2.07
H -3.16 2.89 -3.17
H -1.35 3.83 -1.85
H -1.55 5.41 -2.71
H 1.20 3.96 -4.58
H 0.94 3.74 -2.86
H 0.71 5.33 -3.56
H -0.46 2.07 -5.19
H -1.96 1.99 -4.28
H -0.53 1.84 -3.39
H -0.23 5.18 -6.47
C 0.71 2.14 0.59
O 1.52 3.17 0.01
C 1.98 4.03 1.02
C 2.83 5.20 0.37
C 3.96 4.62 -0.46
N 3.49 5.94 1.44
H 1.31 1.44 1.24
H 0.43 1.48 -0.20
H -0.10 2.43 1.24
H 1.13 4.35 1.67
H 2.60 3.47 1.69
H 2.16 5.77 -0.26
H 4.64 4.02 0.18
H 4.43 5.48 -0.91
H 3.56 3.85 -1.17
H 4.03 6.74 1.14
H 2.86 6.33 2.11
C -2.24 -6.47 1.28
O -3.22 -5.65 1.74
C -4.17 -5.20 0.76
C -5.31 -4.43 1.43
C -6.37 -3.81 0.47
N -4.77 -3.33 2.18
H -1.50 -6.73 2.05
H -1.64 -6.04 0.50
H -2.65 -7.42 0.84
H -3.69 -4.58 0.01
H -4.45 -6.11 0.15
H -5.92 -5.18 1.99
H -5.90 -3.01 -0.14
H -7.14 -3.29 1.06
H -6.81 -4.52 -0.20
H -3.98 -3.63 2.81
H -5.50 -2.87 2.84
C -4.04 -0.91 -5.12
O -3.05 -0.72 -4.11
C -1.77 -0.71 -4.75
C -1.34 -2.16 -5.06
C -1.74 -3.17 -3.99
N 0.13 -2.19 -5.42
H -3.89 -0.28 -5.99
H -4.97 -0.67 -4.66
H -4.05 -1.96 -5.48
H -1.70 -0.11 -5.65
H -0.99 -0.25 -4.13
H -1.82 -2.38 -6.02
H -1.41 -4.17 -4.28
H -2.76 -3.13 -3.72
H -1.09 -2.99 -3.12
H 0.20 -2.94 -6.08
H 0.76 -2.18 -4.65
C -4.72 -0.07 3.94
O -5.62 0.21 2.90
C -4.95 0.53 1.70
C -5.91 1.19 0.70
C -5.30 1.26 -0.69
N -6.31 2.54 1.09
H -4.19 0.86 4.37
H -3.94 -0.77 3.63
H -5.27 -0.45 4.82
H -4.08 1.19 1.98
H -4.59 -0.41 1.25
H -6.83 0.60 0.64
H -4.80 2.21 -0.96
H -6.10 1.00 -1.38
H -4.60 0.39 -0.82
H -5.61 3.27 1.24
H -6.78 2.47 1.97
C 5.01 -3.81 -3.54
O 4.45 -4.05 -2.26
C 3.07 -3.86 -2.35
C 2.49 -4.09 -0.95
C 2.70 -5.46 -0.41
N 1.07 -3.78 -0.97
H 6.06 -3.72 -3.39
H 4.66 -2.90 -4.06
H 4.84 -4.68 -4.18
H 2.82 -2.88 -2.85
H 2.57 -4.63 -2.97
H 2.83 -3.49 -0.16
H 2.14 -6.20 -1.05
H 2.33 -5.45 0.62
H 3.80 -5.72 -0.45
H 1.02 -2.99 -1.65
H 0.51 -4.57 -1.23
C 0.23 0.41 5.22
O 1.34 -0.40 5.57
C 1.07 -1.71 6.04
C 2.35 -2.53 6.13
C 3.04 -2.49 4.82
N 2.13 -3.92 6.53
H 0.64 1.29 4.71
H -0.18 0.87 6.10
H -0.57 -0.09 4.62
H 0.60 -1.68 7.05
H 0.26 -2.12 5.34
H 2.95 -2.05 6.97
H 2.43 -2.69 3.95
H 3.85 -3.26 4.76
H 3.41 -1.48 4.66
H 1.57 -4.08 7.37
H 1.54 -4.33 5.81
C -1.61 -0.01 -1.25
O -1.39 -0.22 0.12
C -1.33 -1.57 0.44
C -0.83 -1.88 1.80
C 0.54 -1.32 2.08
N -0.88 -3.29 2.13
H -1.84 1.01 -1.46
H -2.49 -0.63 -1.70
H -0.65 -0.38 -1.70
H -2.34 -2.05 0.35
H -0.76 -2.13 -0.29
H -1.53 -1.38 2.45
H 1.25 -2.04 1.65
H 0.69 -1.25 3.15
H 0.70 -0.36 1.60
H -1.83 -3.54 2.09
H -0.51 -3.72 1.25
C 7.10 -0.03 6.60
O 6.74 1.30 6.31
C 5.33 1.65 6.27
C 5.12 2.85 5.31
C 3.68 3.13 5.05
N 5.71 2.56 3.99
H 8.15 -0.12 6.24
H 6.53 -0.81 6.05
H 6.98 -0.32 7.72
H 4.84 0.81 5.76
H 4.85 1.92 7.22
H 5.50 3.77 5.87
H 3.22 2.36 4.39
H 3.55 4.02 4.52
H 3.03 3.15 5.96
H 5.65 3.36 3.40
H 6.71 2.42 4.14
C 4.29 -1.06 1.92
O 4.02 -1.24 0.54
C 3.84 -0.03 -0.19
C 3.28 -0.28 -1.50
C 3.23 0.93 -2.33
N 1.93 -0.85 -1.34
H 5.19 -0.58 2.13
H 4.40 -2.04 2.39
H 3.48 -0.50 2.32
H 3.24 0.67 0.42
H 4.85 0.41 -0.33
H 3.93 -1.05 -2.03
H 2.61 1.72 -1.84
H 2.84 0.60 -3.27
H 4.24 1.33 -2.54
H 1.66 -1.26 -0.47
H 1.28 -0.04 -1.44

---

The following is a quantum chemistry calculation of C3H7NOS in the gas phase, from the Open Molecules 2025 dataset.

The calculation puts the HOMO energy at -8.3 eV. The value obtained for the LUMO energy is 0.009 Eh.

Atoms and positions in Å:
O 1.06 0.78 -1.36
C -0.07 0.21 -2.05
C -1.19 -0.01 -0.93
C -0.99 -1.05 0.19
N -0.37 -0.91 1.31
S 0.64 0.35 1.68
H 1.90 -0.02 -1.39
H -0.44 0.80 -2.89
H 0.05 -0.87 -2.52
H -1.41 1.12 -0.61
H -2.19 -0.34 -1.44
H -1.52 -1.97 0.16
H 0.97 0.87 0.28